Below is a molecular structure, C36H40BBaNP2 in a non-equilibrium geometry, with properties calculated with ωB97M-V with the def2-TZVPD basis set.

Summary:
HOMO energy: -5.56 eV
Orbital gap: 0.178 Eh
Max |F|: 3.1 eV/A
Spin multiplicity: 1
Molar mass: 696.811 g mol⁻¹
ΔE to the lowest compared entry with this formula, charge and spin: 291.4 kJ/mol

Positions of all 81 atoms, in Å:
Ba1 1.203 -0.831 0.590
C1 -2.955 0.234 6.404
C2 -2.871 0.070 5.076
C3 -3.072 1.144 4.030
C4 -1.744 1.729 3.510
C5 -0.763 2.293 4.491
C6 -1.020 2.727 5.744
C7 -2.392 2.734 6.348
C8 -2.707 1.468 7.191
C9 2.773 0.527 2.744
H1 -3.249 -0.618 7.021
H2 -2.637 -0.904 4.630
H3 -3.796 1.914 4.388
H4 -3.595 0.646 3.175
H5 -1.222 0.944 2.962
H6 -2.045 2.516 2.818
H7 0.242 2.445 4.084
H8 -0.197 3.010 6.437
H9 -3.172 2.893 5.600
H10 -2.509 3.600 7.017
H11 -1.845 1.307 7.870
H12 -3.609 1.678 7.794
H13 3.421 -0.274 3.119
H14 2.436 1.079 3.631
H15 3.236 1.160 1.990
P1 0.168 -2.246 -2.443
P2 2.100 0.280 -2.979
C10 -0.455 -0.707 -3.134
C11 0.353 0.314 -3.482
C12 -0.516 -3.385 -3.739
C13 -1.663 -3.102 -4.497
C14 -2.068 -3.950 -5.544
C15 -1.350 -5.127 -5.810
C16 -0.236 -5.451 -5.017
C17 0.180 -4.576 -4.009
C18 -1.237 -2.235 -1.256
C19 -1.371 -1.079 -0.451
C20 -1.665 -1.351 0.890
C21 -2.341 -2.513 1.258
C22 -2.566 -3.496 0.305
C23 -1.932 -3.412 -0.924
C24 2.704 0.869 -4.618
C25 2.485 0.066 -5.762
C26 2.899 0.478 -7.036
C27 3.541 1.722 -7.199
C28 3.755 2.535 -6.073
C29 3.347 2.101 -4.800
C30 2.163 1.811 -1.928
C31 3.280 1.918 -1.077
C32 3.477 3.083 -0.345
C33 2.539 4.115 -0.392
C34 1.396 3.981 -1.186
C35 1.190 2.821 -1.942
H16 -1.541 -0.599 -3.091
H17 0.045 1.166 -4.106
H18 -2.257 -2.212 -4.298
H19 -2.946 -3.705 -6.162
H20 -1.654 -5.794 -6.627
H21 0.305 -6.385 -5.192
H22 1.058 -4.810 -3.416
H23 -1.121 -0.035 -0.744
H24 -1.352 -0.650 1.669
H25 -2.693 -2.624 2.275
H26 -3.185 -4.355 0.541
H27 -1.971 -4.262 -1.609
H28 1.961 -0.885 -5.663
H29 2.726 -0.158 -7.919
H30 3.872 2.052 -8.195
H31 4.240 3.515 -6.192
H32 3.513 2.751 -3.946
H33 4.003 1.095 -1.045
H34 4.382 3.179 0.249
H35 2.708 5.024 0.181
H36 0.673 4.793 -1.229
H37 0.284 2.722 -2.549
B1 0.537 -1.192 5.738
C36 0.224 -0.855 4.263
N1 0.174 -0.701 3.094
H38 0.260 -0.355 6.574
H39 1.751 -1.444 5.881
H40 -0.081 -2.231 6.050

---

Below is 9 unconnected molecules or ions with the total composition C36H40BF4O20 in a non-equilibrium geometry, with properties calculated with ωB97M-V with the def2-TZVPD basis set.

Summary:
HOMO energy: -7.06 eV
Total charge: -1
Orbital gap: 0.228 Eh
Max |F|: 17.6 eV/A
Spin multiplicity: 1
Molar mass: 879.500 g mol⁻¹
ΔE to the lowest compared entry with this formula, charge and spin: 516.1 kJ/mol

Positions of all 101 atoms, in Å:
B1 10.128 1.387 3.905
F1 9.584 0.739 4.965
F2 10.508 2.667 4.161
F3 11.260 0.734 3.391
F4 9.269 1.334 2.893
C1 15.191 5.117 2.010
C2 15.888 4.120 2.964
C3 15.117 3.240 3.764
O1 15.627 2.454 4.671
C4 13.717 3.097 3.628
C5 12.968 4.039 2.621
C6 13.768 5.051 1.813
O2 13.313 5.839 0.927
O3 11.637 3.959 2.226
O4 17.225 4.249 3.052
H1 15.892 5.862 1.486
H2 13.210 2.368 4.088
H3 11.237 3.788 2.996
H4 17.404 3.802 3.830
C7 15.202 -3.564 4.895
C8 13.808 -2.952 4.412
C9 13.156 -3.650 3.332
O5 12.101 -3.197 2.909
C10 13.755 -4.888 2.823
C11 15.133 -5.329 3.213
C12 15.876 -4.700 4.285
O6 16.930 -5.098 4.722
O7 15.774 -6.462 2.678
O8 13.307 -1.760 4.940
H5 15.493 -2.953 5.705
H6 13.147 -5.472 1.935
H7 16.388 -6.640 3.152
H8 12.576 -1.328 4.408
C13 5.693 1.462 -3.190
C14 5.604 0.060 -2.833
C15 6.153 -0.461 -1.492
O9 5.985 -1.547 -1.121
C16 6.921 0.509 -0.711
C17 7.090 1.930 -1.185
C18 6.485 2.348 -2.451
O10 6.519 3.554 -2.765
O11 7.753 2.888 -0.393
O12 4.845 -0.821 -3.603
H9 5.298 1.904 -3.961
H10 7.386 0.291 0.170
H11 8.103 2.530 0.461
H12 4.643 -1.568 -3.062
C19 6.443 -5.448 3.528
C20 7.625 -5.709 2.333
C21 8.553 -4.732 1.974
O13 9.386 -4.952 1.153
C22 8.591 -3.503 2.789
C23 7.524 -3.343 3.910
C24 6.500 -4.311 4.272
O14 5.675 -4.188 5.180
O15 7.626 -2.118 4.632
O16 7.688 -6.895 1.732
H13 5.590 -6.325 3.774
H14 8.990 -2.515 2.439
H15 8.387 -1.659 4.366
H16 8.476 -6.974 1.334
C25 4.071 0.025 4.608
C26 4.652 1.077 3.584
O17 4.206 1.141 2.519
C27 5.704 2.012 4.148
H17 3.054 0.105 4.978
H18 4.745 -0.080 5.639
H19 4.048 -0.729 4.056
H20 5.703 3.021 3.591
H21 6.572 1.620 3.982
H22 5.619 2.231 5.146
C28 9.199 0.719 8.210
C29 10.563 1.022 8.743
O18 10.724 1.246 9.937
C30 11.651 1.121 7.630
H23 9.162 1.133 7.384
H24 8.487 1.113 9.091
H25 9.306 -0.396 7.998
H26 11.347 2.008 7.049
H27 11.473 0.432 7.071
H28 12.658 0.800 7.986
C31 7.163 6.308 3.040
C32 7.610 6.340 4.512
O19 7.894 7.405 5.040
C33 7.808 5.025 5.255
H29 8.098 5.997 2.419
H30 6.804 7.308 2.642
H31 6.533 5.344 2.947
H32 8.422 4.453 4.596
H33 6.915 4.602 5.504
H34 8.437 5.231 6.136
C34 13.843 0.653 1.366
C35 14.766 0.412 0.120
O20 14.495 0.900 -0.918
C36 15.798 -0.807 0.227
H35 13.132 -0.094 1.448
H36 13.477 1.508 0.989
H37 14.360 0.851 2.371
H38 16.074 -1.018 1.240
H39 16.572 -0.716 -0.573
H40 15.055 -1.599 0.059

---

Below is a molecular structure, C36H40EuN6OS3, with properties calculated with ωB97M-V with the def2-TZVPD basis set.

Summary:
HOMO energy (spin up / spin down): -12.31 / -12.95 eV
Total charge: +2
Orbital gap (spin up / spin down): 0.272 / 0.296 Eh
Max |F|: 0.6 eV/A
Spin multiplicity: 8
Molar mass: 820.922 g mol⁻¹
ΔE to the lowest compared entry with this formula, charge and spin: 0.0 kJ/mol

Positions of all 87 atoms, in Å:
Eu1 -0.798 -0.425 -1.021
C1 0.304 -1.482 6.353
C2 0.829 -0.248 5.610
C3 2.332 -0.126 5.856
C4 0.132 1.015 6.132
C5 0.506 -0.388 4.121
C6 -0.820 -0.541 3.710
C7 -1.095 -0.643 2.365
N1 -0.149 -0.632 1.420
C8 1.126 -0.479 1.790
C9 1.479 -0.355 3.131
C10 2.163 -0.468 0.698
C11 3.520 -0.515 1.002
C12 4.466 -0.525 -0.015
C13 3.993 -0.493 -1.326
C14 2.635 -0.444 -1.549
N2 1.729 -0.424 -0.566
C15 5.973 -0.590 0.247
C16 6.518 -1.878 -0.381
C17 6.638 0.631 -0.399
C18 6.285 -0.593 1.743
H1 0.535 -1.394 7.415
H2 0.766 -2.399 5.983
H3 -0.778 -1.589 6.264
H4 2.516 -0.040 6.926
H5 2.755 0.762 5.381
H6 2.878 -1.002 5.498
H7 0.341 1.145 7.195
H8 -0.952 0.958 6.019
H9 0.482 1.906 5.608
H10 -1.627 -0.570 4.428
H11 -2.124 -0.754 2.034
H12 2.512 -0.219 3.404
H13 3.840 -0.560 2.029
H14 4.670 -0.513 -2.168
H15 2.253 -0.442 -2.565
H16 6.365 -1.902 -1.461
H17 6.042 -2.762 0.048
H18 7.591 -1.954 -0.203
H19 6.494 0.652 -1.480
H20 7.712 0.607 -0.215
H21 6.247 1.563 0.013
H22 5.863 -1.467 2.246
H23 5.913 0.306 2.240
H24 7.364 -0.624 1.888
N3 0.443 0.931 -4.572
C19 -0.264 -0.228 -4.623
N4 -0.722 -0.859 -3.570
C20 -1.475 -1.966 -3.972
C21 -1.547 -2.160 -5.305
S1 -0.669 -0.931 -6.137
C22 -2.120 -2.854 -2.977
C23 -2.913 -3.904 -3.283
S2 -3.445 -4.688 -1.843
C24 -2.563 -3.544 -0.916
N5 -1.929 -2.642 -1.618
N6 -2.565 -3.561 0.456
H25 0.814 1.251 -3.694
H26 0.909 1.282 -5.391
H27 -2.044 -2.947 -5.846
H28 -3.220 -4.255 -4.253
H29 -2.950 -4.375 0.909
H30 -1.703 -3.243 0.875
O1 -1.513 1.755 -0.837
S3 -2.129 2.423 -2.065
C25 -3.228 3.664 -1.478
C26 -3.323 4.838 -2.203
C27 -4.212 5.817 -1.766
C28 -4.957 5.608 -0.619
C29 -4.831 4.429 0.114
C30 -3.964 3.443 -0.315
C31 -3.268 1.214 -2.697
C32 -3.844 0.283 -1.844
C33 -4.752 -0.634 -2.353
C34 -5.066 -0.618 -3.705
C35 -4.473 0.313 -4.550
C36 -3.565 1.237 -4.052
H31 -2.719 5.006 -3.086
H32 -4.306 6.742 -2.317
H33 -5.642 6.373 -0.280
H34 -5.405 4.282 1.019
H35 -3.839 2.529 0.250
H36 -3.619 0.295 -0.782
H37 -5.211 -1.361 -1.695
H38 -5.776 -1.329 -4.107
H39 -4.718 0.324 -5.604
H40 -3.101 1.956 -4.716